i:
C4H7F in the gas phase. Source: OMol25; level of theory: the ωB97M-V functional and the def2-TZVPD basis.

## Properties
- HOMO energy (eV) = -9.86
- E_LUMO (hartree) = 0.03487
- SMILES string = C=C(C)CF

The geometry in ORCA input format:
```
! wB97M-V def2-TZVPD RIJCOSX def2/J DEFGRID3
* xyz 0 1
C -0.53808 -0.67758 1.30744
C -0.00913 -0.19110 -0.08452
C -0.54423 -0.65307 -1.11290
C 0.90954 1.02239 -0.33034
H -1.72688 -1.01073 1.30385
H -0.67205 0.39315 2.04649
H 0.30642 -1.52191 1.60357
H -1.28021 -1.62575 -1.49788
H -0.16883 0.04771 -1.87936
H 1.97172 0.57736 -0.27977
H 1.05055 2.00178 0.55016
F 0.70118 1.63773 -1.62674
*
```

ii:
C4H7F in the gas phase. Source: OMol25; level of theory: the ωB97M-V functional and the def2-TZVPD basis.

## Properties
- HOMO energy (eV) = -9.17
- E_LUMO (hartree) = 0.04000
- SMILES string = C/C=C(\C)F

The geometry in ORCA input format:
```
! wB97M-V def2-TZVPD RIJCOSX def2/J DEFGRID3
* xyz 0 1
C -1.62361 -0.27670 0.02088
C -0.31227 -1.02258 -0.00263
C 0.89319 -0.46384 0.02387
C 1.15431 1.00871 0.00390
H -1.84936 0.29374 0.91353
H -2.46536 -0.95984 -0.15458
H -1.57907 0.47881 -0.73103
H -0.19641 -2.16359 -0.09049
H 1.87258 1.29799 -0.81280
H 0.30914 1.72346 -0.06046
H 1.71042 1.21011 0.86795
F 2.08646 -1.12627 0.02187
*
```

Which structure is most stable, and how do the rest compare? From most to least stable: ii, i.